A molecular structure, C13H37NbO5PS2Si in a non-equilibrium geometry, computed with wB97M-V/def2-TZVPD.

Properties
Total charge ... -1
Gap between HOMO and LUMO ... 6.09 eV
Spin multiplicity ... 1

Last column: Mulliken charge in e.
Cartesian coordinates (Å):
C1 2.5298 0.4262 -2.3133  -1.15
C2 1.3468 -0.0128 -1.4618  0.44
C3 0.1704 -0.2980 -2.3612  -0.80
O1 -1.0751 -0.4451 -1.7231  -0.38
Nb1 -1.9465 0.1468 -0.0424  0.13
O2 -0.4660 -0.4578 1.2009  -0.87
P1 -1.1626 2.6877 0.1027  0.10
S1 -0.4841 3.4931 -1.5949  -0.54
C4 -3.8843 0.6136 -1.1333  0.51
C5 -3.6761 1.5992 -2.2803  -1.48
C6 -5.1262 1.0114 -0.3444  -0.24
C7 -4.9987 2.2640 0.5164  -1.11
Si1 -3.0670 -2.2102 0.4894  0.96
C8 -4.9549 -2.3220 0.5466  -1.42
C9 -2.4775 -2.9938 2.1193  -1.30
C10 -2.5185 -3.3749 -0.8902  -1.17
H1 2.4357 1.4800 -2.5516  0.34
H2 2.5724 -0.1304 -3.2456  0.34
H3 3.4595 0.2821 -1.7775  0.10
H4 1.6177 -0.9013 -0.8956  0.15
H5 1.1278 0.7569 -0.7308  0.01
H6 0.4016 -1.2013 -2.9294  0.28
H7 0.0898 0.5051 -3.0939  0.30
H8 -2.7765 0.6958 1.4685  0.09
H9 -0.0240 -1.2410 0.8739  0.21
H10 -0.1236 2.6855 1.0488  0.01
H11 -2.0347 3.5798 0.7590  0.04
H12 -4.0989 -0.3569 -1.5933  0.30
H13 -4.6078 1.7001 -2.8439  0.43
H14 -2.9100 1.2656 -2.9705  0.25
H15 -3.4108 2.5924 -1.9388  0.31
H16 -5.9314 1.1996 -1.0637  0.40
H17 -5.4739 0.1938 0.2733  -0.07
H18 -4.7184 2.0173 1.5328  0.28
H19 -4.2464 2.9432 0.1328  0.09
H20 -5.9430 2.7996 0.5577  0.37
H21 -5.4300 -1.8918 -0.3269  0.36
H22 -5.2845 -3.3564 0.6252  0.41
H23 -5.3125 -1.7909 1.4224  0.33
H24 -3.3226 -3.0683 2.7986  0.34
H25 -2.1208 -4.0056 1.9473  0.40
H26 -1.7121 -2.4065 2.6087  0.30
H27 -2.8547 -3.0002 -1.8520  0.28
H28 -2.9207 -4.3742 -0.7460  0.38
H29 -1.4357 -3.4301 -0.9376  0.29
O3 5.0885 0.0602 0.0796  -0.56
S2 6.3434 -0.3200 0.6403  1.16
O4 6.4257 -1.4807 1.4673  -0.61
O5 6.9419 0.9265 1.4149  -0.32
C11 6.0452 1.6080 2.3329  -0.31
C12 5.8804 0.8703 3.6439  -0.97
C13 7.5649 -0.4157 -0.6184  -0.98
H30 5.0890 1.7662 1.8347  0.32
H31 6.5119 2.5787 2.4812  0.27
H32 5.3476 -0.0687 3.5085  0.29
H33 5.3131 1.4917 4.3365  0.38
H34 6.8530 0.6485 4.0827  0.26
H35 7.5193 0.4894 -1.2162  0.31
H36 7.3179 -1.2874 -1.2195  0.37
H37 8.5376 -0.5364 -0.1509  0.34